Computed, not measured: a cluster of 5 separate species, C51H103ClN9Si in total at a distorted geometry, with ωB97M-V/def2-TZVPD.

Atoms and positions in Å:
C  -4.8612  4.6188  3.6449
C  -3.4504  4.2774  3.1557
C  -3.3499  3.7524  1.7025
Cl  -4.8914  3.7146  0.8207
N  -2.6238  2.4401  1.5700
C  -3.1306  1.3706  2.2101
N  -4.2483  0.8292  1.6570
N  -2.5935  0.8283  3.3584
C  -2.2624  -0.6028  3.1922
C  -1.7793  -0.9595  1.8063
N  -2.3306  -1.8303  1.0808
C  -3.4977  1.0398  4.5349
C  -2.7651  1.4131  5.8144
C  -3.7303  1.2039  7.0129
C  -3.1389  0.3172  8.1254
C  -3.4037  -1.1828  7.9646
C  -3.1795  -1.7775  6.5677
C  -2.8366  -3.2891  6.6225
C  -1.4384  -3.6282  6.0531
Si  -0.0007  -3.4037  7.2479
C  -0.1649  -4.5862  8.7048
C  0.0873  -1.6591  7.9928
C  1.6248  -3.6734  6.3340
C  1.6881  -3.9912  4.9732
C  2.9277  -4.1522  4.3478
C  4.1018  -4.0301  5.0857
C  4.0654  -3.7170  6.4414
C  2.8237  -3.5453  7.0533
C  -1.1823  2.6101  1.6648
C  -0.4849  2.6872  0.4738
C  0.8837  2.8782  0.5100
N  1.6381  2.9716  1.6050
C  0.9256  2.8950  2.7318
C  -0.4441  2.7403  2.8307
H  -5.2660  5.4308  3.0536
H  -5.5148  3.7535  3.6061
H  -4.7846  4.9962  4.6618
H  -2.9415  3.6088  3.8406
H  -2.8999  5.2147  3.1794
H  -2.7488  4.4556  1.1433
H  -5.0828  0.8130  2.2245
H  -4.2333  0.3969  0.7471
H  -1.4715  -0.8703  3.8949
H  -3.1017  -1.2584  3.4349
H  -0.9216  -0.4455  1.3755
H  -3.1307  -2.2527  1.5564
H  -4.1649  1.8709  4.2972
H  -4.1410  0.1780  4.7048
H  -1.8894  0.7962  5.9851
H  -2.5119  2.4698  5.8172
H  -4.0025  2.1540  7.4641
H  -4.6644  0.7380  6.6881
H  -3.6036  0.6151  9.0649
H  -2.0818  0.5564  8.2334
H  -2.7959  -1.7043  8.7010
H  -4.4429  -1.3713  8.2350
H  -4.0721  -1.6399  5.9583
H  -2.3606  -1.2778  6.0499
H  -3.5955  -3.8197  6.0520
H  -2.8644  -3.6318  7.6542
H  -1.4874  -4.6689  5.7267
H  -1.2366  -3.0501  5.1462
H  -0.5697  -5.5491  8.3984
H  0.7904  -4.7444  9.1972
H  -0.8652  -4.1534  9.4198
H  1.0912  -1.2584  7.8810
H  -0.5973  -1.0021  7.4617
H  -0.1636  -1.6815  9.0496
H  0.7753  -4.1133  4.4079
H  2.9539  -4.3795  3.2925
H  5.0620  -4.1567  4.6065
H  4.9564  -3.5964  7.0378
H  2.7742  -3.2789  8.1025
H  -0.9952  2.5986  -0.4732
H  1.4055  2.9605  -0.4348
H  1.4897  2.9629  3.6529
H  -0.9127  2.7179  3.7982
C  7.9744  0.8402  -2.2108
C  7.3215  1.2761  -0.9073
N  6.4514  2.4283  -1.0540
C  6.0817  3.0377  0.2110
C  5.2421  2.2091  1.1902
C  5.3801  2.2974  -2.0245
C  4.3936  1.1342  -1.8533
H  8.4900  1.6741  -2.6886
H  8.7098  0.0602  -2.0110
H  7.2505  0.4308  -2.9167
H  8.1178  1.5457  -0.2090
H  6.7995  0.4125  -0.4654
H  5.5622  3.9779  0.0048
H  7.0066  3.3297  0.7181
H  4.2098  2.1130  0.8591
H  5.2174  2.7069  2.1621
H  5.6555  1.2118  1.3463
H  5.8257  2.2158  -3.0200
H  4.8202  3.2358  -2.0546
H  4.8974  0.1839  -1.6724
H  3.8053  1.0174  -2.7673
H  3.6904  1.3137  -1.0397
C  -7.8461  -0.5934  6.9753
C  -7.8127  -0.8137  5.4698
N  -7.7684  -2.2115  5.0945
C  -7.4166  -2.4246  3.7032
C  -8.3728  -1.9029  2.6242
C  -8.8470  -3.0390  5.6150
C  -10.2876  -2.6303  5.2897
H  -7.0233  -1.1239  7.4584
H  -7.7376  0.4716  7.1879
H  -8.7825  -0.9199  7.4265
H  -6.9030  -0.3364  5.0825
H  -8.6612  -0.2797  5.0140
H  -7.2539  -3.4939  3.5469
H  -6.4339  -1.9589  3.5405
H  -9.2751  -2.5066  2.5535
H  -7.8839  -1.9481  1.6479
H  -8.6624  -0.8653  2.7969
H  -8.7438  -3.0801  6.7022
H  -8.6807  -4.0669  5.2855
H  -10.4658  -1.5683  5.4653
H  -10.9749  -3.1827  5.9320
H  -10.5601  -2.8581  4.2605
C  5.7759  0.0827  -5.6864
C  4.7068  0.7333  -6.5513
N  4.2364  -0.1286  -7.6164
C  3.4619  0.5683  -8.6275
C  2.1284  1.1993  -8.2086
C  3.7219  -1.4204  -7.1985
C  2.5683  -1.4444  -6.1873
H  6.5992  -0.2922  -6.2954
H  6.1822  0.8141  -4.9860
H  5.3764  -0.7442  -5.0963
H  5.1402  1.6280  -7.0062
H  3.8875  1.0824  -5.9004
H  3.2827  -0.1134  -9.4636
H  4.0961  1.3602  -9.0385
H  1.3554  0.4496  -8.0437
H  1.7701  1.8557  -9.0048
H  2.2252  1.8048  -7.3064
H  4.5517  -1.9931  -6.7756
H  3.4296  -1.9792  -8.0904
H  2.7507  -0.7814  -5.3395
H  2.4547  -2.4549  -5.7892
H  1.6166  -1.1698  -6.6399
C  5.6193  1.1890  -11.8661
C  5.3035  0.9192  -13.3291
N  4.0439  0.2237  -13.5132
C  3.8695  -0.3178  -14.8498
C  3.7863  0.6657  -16.0228
C  2.8805  0.8677  -12.9306
C  2.5576  2.3041  -13.3609
H  5.5671  0.2701  -11.2801
H  6.6280  1.5929  -11.7705
H  4.9333  1.9172  -11.4300
H  6.0991  0.2901  -13.7363
H  5.3453  1.8698  -13.8839
H  2.9785  -0.9515  -14.8535
H  4.7053  -0.9994  -15.0369
H  2.8353  1.1964  -16.0445
H  3.8670  0.1184  -16.9641
H  4.5933  1.3987  -16.0026
H  3.0018  0.8618  -11.8428
H  2.0092  0.2338  -13.1132
H  3.4373  2.9487  -13.3360
H  1.8228  2.7331  -12.6759
H  2.1276  2.3490  -14.3600

Atoms 1-3, force components in eV/Å:
0.568 -0.110 0.070
-0.424 0.371 -0.165
-0.391 0.386 -0.860

Its net charge is +1. As for the max |F|: 0.03899 Eh/bohr. The calculation puts the total energy at -3247.1787 Eh. For the LUMO energy, the calculation gives -4.74 eV.



Computed, not measured: a cluster of 9 separate species, C51H105BNO11PS in total at a distorted geometry, with ωB97M-V/def2-TZVPD.

Atoms and positions in Å:
C  3.0485  1.2537  2.4625
C  4.3680  0.7942  1.6834
C  4.1224  0.3383  0.1690
C  4.5412  -1.2127  -0.0874
C  3.4831  -2.0840  0.7759
C  3.6186  -3.6633  0.5612
C  2.9286  -4.2246  -0.7668
C  1.3439  -3.9745  -0.8406
C  0.5174  -4.8069  0.2826
C  0.3979  -3.8826  1.5797
C  -1.0622  -3.5653  2.1318
C  -2.2675  -3.6356  1.0881
C  -2.0836  -2.7741  -0.2468
C  -3.0076  -1.4793  -0.3876
C  -4.5086  -1.9053  -0.8507
C  -5.3448  -2.7346  0.1997
O  -2.6239  -0.5322  -1.4400
C  -1.3021  -0.0792  -1.4097
O  -0.3595  -0.7134  -1.9625
P  -0.7170  1.6052  -0.6790
S  -0.9825  2.9691  -2.0786
B  -3.0303  -0.6019  1.0143
O  -1.7784  -0.3608  1.7275
N  -4.2662  -0.0487  1.6497
C  -4.1464  1.4546  1.8363
C  -4.3324  -0.5627  3.0723
H  2.6422  2.2487  2.0387
H  2.1887  0.5056  2.4326
H  3.2366  1.4740  3.5800
H  5.0755  1.6998  1.6807
H  4.8884  -0.0145  2.3157
H  4.5741  1.0379  -0.6172
H  2.9784  0.3704  0.0049
H  4.3405  -1.4190  -1.2038
H  5.6288  -1.4244  0.1905
H  3.7403  -1.8715  1.8812
H  2.4554  -1.6526  0.5441
H  3.2343  -4.2395  1.4801
H  4.7517  -3.8875  0.5184
H  3.4745  -3.7464  -1.6627
H  3.1399  -5.3500  -0.8511
H  0.9187  -4.2060  -1.8772
H  1.2012  -2.8370  -0.6993
H  1.2060  -5.6949  0.5537
H  -0.4448  -5.2638  -0.1064
H  0.9432  -2.8729  1.4554
H  0.9748  -4.4149  2.4281
H  -1.0112  -2.5636  2.7050
H  -1.2973  -4.3474  2.9511
H  -3.2214  -3.4447  1.6805
H  -2.3357  -4.7399  0.7551
H  -2.3629  -3.4619  -1.1335
H  -0.9624  -2.5868  -0.3630
H  -5.0278  -0.9078  -1.0960
H  -4.4726  -2.4811  -1.8454
H  -6.4650  -2.7140  -0.0799
H  -5.2903  -2.4151  1.2853
H  -5.0379  -3.8423  0.1109
H  0.6832  1.5542  -0.3980
H  -1.4923  1.9153  0.4978
H  -1.0259  -0.7591  1.2410
H  -3.8488  1.9989  0.8825
H  -3.3912  1.6606  2.6890
H  -5.1732  1.7822  2.2442
H  -5.2511  -0.1362  3.6257
H  -4.4222  -1.6986  3.1257
H  -3.4245  -0.2605  3.6949
C  1.9424  -3.4680  6.1444
C  1.0369  -2.3916  5.5869
C  2.0268  -1.4741  4.8968
O  3.1149  -2.2960  4.4525
C  2.9928  -3.5902  5.0574
H  1.4309  -4.4098  6.3500
H  2.4050  -3.1195  7.0737
H  0.3536  -2.8267  4.8496
H  0.4404  -1.8818  6.3454
H  2.4311  -0.7303  5.5918
H  1.5893  -0.9513  4.0435
H  2.6790  -4.2956  4.2796
H  3.9633  -3.9081  5.4446
C  -1.3808  6.6170  -4.2970
C  0.0883  6.2611  -4.3642
C  0.6560  7.4154  -5.1664
O  -0.1584  8.5612  -4.8776
C  -1.3338  8.1281  -4.1802
H  -1.9108  6.1421  -3.4693
H  -1.8756  6.3294  -5.2309
H  0.5159  6.2603  -3.3563
H  0.2847  5.2885  -4.8187
H  0.5917  7.2212  -6.2431
H  1.6958  7.6304  -4.9133
H  -1.2382  8.4424  -3.1349
H  -2.2149  8.6105  -4.6096
C  7.8207  0.3995  1.4661
C  8.1700  0.1336  0.0184
C  9.2132  1.1996  -0.2545
O  9.8920  1.4424  0.9851
C  9.1614  0.8090  2.0436
H  7.3812  -0.4590  1.9771
H  7.1161  1.2333  1.5302
H  8.6177  -0.8612  -0.0785
H  7.3154  0.1903  -0.6581
H  8.7481  2.1391  -0.5719
H  9.9357  0.8946  -1.0149
H  9.7357  -0.0644  2.3713
H  9.0635  1.4974  2.8861
C  -6.6625  -6.0064  4.2782
C  -7.1716  -6.8188  3.1079
C  -7.3216  -5.7615  2.0320
O  -6.3259  -4.7614  2.2911
C  -5.7690  -4.9915  3.5920
H  -6.1360  -6.5986  5.0287
H  -7.4988  -5.4973  4.7685
H  -6.4154  -7.5520  2.8085
H  -8.1010  -7.3522  3.3136
H  -8.3034  -5.2784  2.0833
H  -7.1840  -6.1646  1.0260
H  -4.7541  -5.3828  3.4578
H  -5.7088  -4.0471  4.1386
C  5.2502  9.6394  -6.5531
C  4.6572  8.7922  -7.6567
C  4.3230  7.5081  -6.9234
O  4.0191  7.8699  -5.5694
C  4.4087  9.2344  -5.3590
H  5.2152  10.7113  -6.7546
H  6.2949  9.3559  -6.3878
H  3.7398  9.2589  -8.0301
H  5.3297  8.6375  -8.5022
H  5.1803  6.8266  -6.9039
H  3.4712  6.9838  -7.3630
H  3.4962  9.8371  -5.2940
H  4.9507  9.3201  -4.4146
C  -5.8758  -7.8170  -3.3743
C  -7.1674  -7.0953  -3.6890
C  -7.9646  -7.3065  -2.4168
O  -7.0176  -7.3902  -1.3428
C  -5.7015  -7.5207  -1.8977
H  -5.0290  -7.4859  -3.9777
H  -6.0052  -8.8935  -3.5269
H  -6.9702  -6.0281  -3.8336
H  -7.6762  -7.4716  -4.5780
H  -8.5206  -8.2496  -2.4478
H  -8.6682  -6.4937  -2.2231
H  -5.1768  -6.5714  -1.7427
H  -5.1577  -8.3090  -1.3724
C  5.7072  4.6794  5.6803
C  4.6908  5.5783  6.3468
C  3.4660  5.3662  5.4797
O  3.5416  4.0265  4.9721
C  4.8523  3.5066  5.2417
H  6.5297  4.3853  6.3344
H  6.1293  5.1824  4.8040
H  4.4940  5.2251  7.3644
H  4.9978  6.6240  6.4022
H  3.4618  6.0492  4.6235
H  2.5332  5.4962  6.0333
H  4.7592  2.7624  6.0405
H  5.2432  3.0126  4.3491
C  -4.6112  1.7169  -4.2329
C  -3.7060  2.8583  -4.6398
C  -4.5259  3.5430  -5.7158
O  -5.9049  3.3354  -5.3810
C  -5.9844  2.3501  -4.3423
H  -4.4015  1.3233  -3.2365
H  -4.5195  0.8958  -4.9517
H  -3.5605  3.5359  -3.7925
H  -2.7244  2.5368  -4.9917
H  -4.3478  3.0929  -6.6985
H  -4.3212  4.6143  -5.7814
H  -6.2598  2.8632  -3.4141
H  -6.7642  1.6240  -4.5832

Atoms 1-3, force components in eV/Å:
-0.271 0.741 0.254
0.168 0.666 0.475
-0.527 -0.793 0.123

As for the max |F|: 0.09277 Eh/bohr. The calculation puts the total energy at -3652.7554 Eh. For the LUMO energy, the calculation gives -0.24 eV.